Formula: C4H3IN2
Source: the Open Molecules 2025 dataset
Level of theory: ωB97M-V/def2-TZVPD

Summary:
SMILES string ... C=C/C(I)=N/C#N
Relative energy (zero: lowest compared OMol25 entry of this formula, charge and spin) ... 70.43 kJ/mol
DFT total energy ... -561.354606 hartree
HOMO (spin up / spin down) ... -9.88 / -9.88 eV

The geometry in ORCA input format:
```
! RIJCOSX wB97M-V def2-TZVPD def2/J DEFGRID3
* xyz 0 1
C 0.066 1.546 -1.059
C 0.079 0.218 -1.184
C -0.066 -0.659 -0.063
I -0.648 -2.662 -0.452
N 0.256 -0.232 1.208
C 0.083 -0.867 2.317
N -0.049 -1.270 3.390
H 0.172 2.190 -1.915
H -0.064 2.004 -0.096
H 0.170 -0.268 -2.145
*
```

Formula: C4H3INOS2
Source: the Open Molecules 2025 dataset
Level of theory: ωB97M-V/def2-TZVPD

Summary:
DFT total energy ... -1378.328113 hartree
HOMO ... -3.08 eV

The geometry in ORCA input format:
```
! RIJCOSX wB97M-V def2-TZVPD def2/J DEFGRID3
* xyz -1 1
C 0.076 0.168 0.175
C -1.297 0.334 0.338
C -0.605 -2.046 -0.157
C 0.937 1.333 0.058
N 0.384 -1.130 -0.025
O -0.627 -3.240 -0.348
S 2.014 -1.555 -0.220
S -2.156 -1.133 0.220
I -2.352 2.135 0.034
H 1.303 1.383 -0.996
H 1.862 1.479 0.811
H 0.461 2.273 0.109
*
```